Entry from the OMol25 dataset: an isolated molecule of C7H8 in a non-equilibrium geometry (ωB97M-V/def2-TZVPD).

Its HOMO energy (alpha / beta) is -7.658 / -7.527 eV. Its spin multiplicity is 1. As for the total energy: -7383.424 eV. Its orbital gap (alpha / beta) is 6.814 / 7.699 eV. As for the molar mass: 92.14 g/mol. The value obtained for the energy relative to the best compared isomer or geometry (same formula, charge and spin) is 513.6 kJ/mol.

Positions of all 15 atoms, in Å:
C  0.576  0.987  -0.323
C  -0.758  1.211  0.136
C  0.361  -0.602  -0.372
C  1.694  1.716  -0.428
C  0.996  -1.450  0.558
C  -2.251  -0.905  0.124
C  -1.169  -0.108  0.116
H  -1.254  2.116  0.459
H  0.297  -1.002  -1.383
H  2.609  1.295  -0.818
H  1.712  2.747  -0.095
H  1.502  -2.358  0.261
H  1.079  -1.147  1.593
H  -3.247  -0.523  -0.064
H  -2.147  -1.975  0.237